{"formula": "C17H17N2O4S2SiTeY", "method": "the ωB97M-V functional and the def2-TZVPD basis", "elements": ["Y", "O", "C", "O", "C", "O", "O", "S", "C", "C", "N", "C", "H", "H", "H", "S", "C", "N", "C", "Si", "C", "C", "C", "C", "H", "H", "H", "H", "H", "H", "H", "H", "H", "Te", "C", "C", "C", "C", "C", "C", "H", "H", "H", "H", "H"], "xyz": [[-0.58, 0.07, 0.13], [1.63, 0.39, 3.62], [1.23, 0.41, 2.49], [-0.01, 0.62, 2.10], [2.22, 0.10, 1.28], [3.41, 0.06, 1.46], [1.59, -0.13, 0.15], [1.40, 0.04, -4.45], [-0.29, 0.18, -4.68], [-0.93, -0.09, -3.52], [-0.10, -0.37, -2.45], [1.15, -0.30, -2.80], [-0.72, 0.46, -5.63], [-1.99, -0.05, -3.35], [1.96, -0.42, -2.08], [0.25, 2.55, -1.23], [0.27, 3.80, -0.08], [0.28, 4.68, 0.68], [-1.57, -6.12, 1.26], [-0.57, -5.24, -0.04], [1.22, -5.64, 0.22], [-1.10, -5.88, -1.70], [-0.82, -3.47, 0.05], [-0.98, -2.26, 0.09], [-1.46, -7.20, 1.18], [-2.63, -5.86, 1.16], [-1.25, -5.80, 2.26], [1.37, -6.73, 0.22], [1.58, -5.24, 1.17], [1.83, -5.20, -0.57], [-1.02, -6.98, -1.73], [-0.46, -5.47, -2.48], [-2.13, -5.59, -1.92], [-3.02, 1.61, -0.55], [-4.76, 0.47, -0.07], [-6.01, 1.10, 0.04], [-7.16, 0.37, 0.33], [-7.10, -1.00, 0.51], [-5.87, -1.64, 0.41], [-4.72, -0.91, 0.11], [-6.08, 2.17, -0.10], [-8.12, 0.89, 0.41], [-7.99, -1.57, 0.74], [-5.79, -2.71, 0.55], [-3.77, -1.43, 0.03]], "total_charge": -2, "energy_ha": -2460.9415, "homo_lumo_gap_ev": 5.84}

***

{"formula": "C2H4ClF2LaNO2S", "method": "the ωB97M-V functional and the def2-TZVPD basis", "elements": ["C", "C", "F", "N", "Cl", "S", "O", "O", "F", "H", "H", "H", "H", "La"], "xyz": [[-1.06, -1.25, 0.40], [-0.29, -0.17, 1.26], [-1.25, 0.62, 1.93], [0.57, 0.80, 0.49], [-0.28, 2.26, 0.08], [1.39, 0.09, -0.86], [0.54, 0.04, -2.12], [2.03, -1.19, -0.53], [2.60, 1.14, -1.23], [-1.93, -1.69, 0.98], [-1.49, -0.84, -0.56], [-0.34, -2.11, 0.22], [0.27, -0.72, 2.08], [-0.77, 3.02, -2.13]], "total_charge": 3, "energy_ha": -1372.0912, "homo_lumo_gap_ev": 6.51}

***

{"formula": "CH3Cl2NO2S", "method": "the ωB97M-V functional and the def2-TZVPD basis", "elements": ["C", "N", "O", "O", "S", "Cl", "Cl", "H", "H", "H"], "xyz": [[-0.05, 0.35, -0.15], [1.02, -1.58, -4.09], [2.29, 1.39, -0.97], [0.30, 1.28, -2.51], [1.23, 0.56, -1.56], [-0.15, -2.57, -3.36], [0.46, -0.14, -4.56], [0.40, -0.62, 0.32], [0.22, 1.19, 0.48], [-1.03, 0.24, -0.32]], "energy_ha": -1563.5011, "de_lowest_kcal_mol": 119.9, "homo_lumo_gap_ev": [6.80, 8.73]}

***

{"formula": "C43H54BaN6O3S3", "method": "the ωB97M-V functional and the def2-TZVPD basis", "elements": ["Ba", "C", "C", "C", "C", "C", "C", "C", "C", "N", "C", "C", "C", "C", "N", "C", "C", "C", "C", "C", "C", "C", "C", "H", "H", "H", "H", "H", "H", "H", "H", "H", "H", "H", "H", "H", "H", "H", "H", "H", "H", "H", "H", "H", "H", "H", "H", "C", "N", "C", "C", "C", "C", "C", "N", "C", "C", "C", "C", "C", "C", "H", "H", "H", "H", "H", "H", "H", "H", "H", "H", "H", "C", "N", "C", "N", "S", "H", "H", "H", "H", "H", "H", "C", "C", "C", "C", "C", "C", "C", "S", "O", "O", "O", "H", "H", "H", "H", "H", "H", "H", "C", "S", "C", "H", "H", "H", "H", "H", "H"], "xyz": [[0.47, 0.92, -0.15], [-3.96, 1.16, 1.21], [-3.86, -0.33, 1.36], [-4.55, -1.00, 2.36], [-4.45, -2.38, 2.50], [-3.63, -3.09, 1.65], [-2.92, -2.46, 0.64], [-2.02, -3.23, -0.28], [-3.06, -1.07, 0.50], [-2.35, -0.42, -0.56], [-2.86, -0.41, -1.72], [-4.22, -0.96, -2.07], [-2.04, 0.16, -2.86], [-2.68, 0.24, -4.22], [-0.84, 0.49, -2.60], [0.05, 0.98, -3.60], [1.09, 0.13, -3.99], [1.16, -1.27, -3.44], [2.03, 0.60, -4.88], [1.96, 1.90, -5.36], [0.94, 2.74, -4.94], [-0.04, 2.29, -4.06], [-1.15, 3.20, -3.61], [-4.63, 1.58, 1.96], [-4.33, 1.45, 0.23], [-2.98, 1.62, 1.32], [-5.18, -0.43, 3.04], [-5.00, -2.89, 3.29], [-3.53, -4.17, 1.76], [-1.91, -4.26, 0.06], [-1.03, -2.77, -0.31], [-2.40, -3.26, -1.31], [-4.72, -1.35, -1.19], [-4.13, -1.76, -2.80], [-4.84, -0.19, -2.51], [-3.56, 0.88, -4.19], [-3.01, -0.75, -4.54], [-1.98, 0.63, -4.95], [1.12, -1.29, -2.35], [2.09, -1.76, -3.75], [0.33, -1.89, -3.78], [2.84, -0.05, -5.19], [2.72, 2.28, -6.03], [0.90, 3.76, -5.28], [-0.94, 4.23, -3.91], [-1.26, 3.19, -2.53], [-2.11, 2.92, -4.06], [4.22, -0.15, -0.13], [3.23, 0.84, -0.56], [3.63, 1.74, -1.40], [2.90, 2.88, -1.83], [3.42, 3.89, -2.66], [2.46, 4.90, -2.69], [1.41, 4.44, -1.87], [1.66, 3.23, -1.36], [5.16, 0.42, 0.90], [4.68, 0.72, 2.18], [5.52, 1.27, 3.13], [6.85, 1.52, 2.82], [7.34, 1.21, 1.56], [6.49, 0.66, 0.61], [4.79, -0.54, -0.99], [3.68, -1.00, 0.31], [4.66, 1.68, -1.78], [4.38, 3.88, -3.14], [2.50, 5.84, -3.21], [0.48, 4.96, -1.63], [3.64, 0.51, 2.43], [5.13, 1.50, 4.11], [7.51, 1.95, 3.57], [8.37, 1.40, 1.32], [6.87, 0.42, -0.38], [-2.29, 5.94, 3.53], [-2.38, 5.39, 2.19], [-1.72, 4.30, 1.76], [-1.01, 3.61, 2.66], [-1.78, 3.83, 0.15], [-3.06, 6.70, 3.64], [-1.32, 6.40, 3.72], [-2.49, 5.17, 4.28], [-2.79, 5.94, 1.46], [-1.02, 3.80, 3.65], [-0.63, 2.74, 2.34], [-2.80, -5.04, 5.67], [-2.07, -4.01, 4.85], [-1.22, -4.39, 3.81], [-0.56, -3.44, 3.05], [-0.74, -2.09, 3.33], [-1.59, -1.69, 4.36], [-2.24, -2.65, 5.11], [0.20, -0.89, 2.45], [1.38, -0.61, 3.23], [0.50, -1.49, 1.14], [-0.65, 0.31, 2.27], [-2.56, -6.05, 5.34], [-3.88, -4.91, 5.58], [-2.54, -4.95, 6.72], [-1.08, -5.44, 3.59], [0.10, -3.73, 2.24], [-1.73, -0.64, 4.55], [-2.91, -2.34, 5.90], [1.89, -5.45, -2.96], [0.85, -4.55, -1.81], [2.14, -3.86, -0.76], [2.55, -4.77, -3.51], [1.24, -5.95, -3.67], [2.49, -6.20, -2.45], [2.59, -4.63, -0.14], [1.71, -3.09, -0.12], [2.92, -3.39, -1.37]], "energy_ha": -3445.4344, "de_lowest_kcal_mol": 9.8, "homo_lumo_gap_ev": 6.57}

***

{"formula": "C11H14N2Si", "method": "the ωB97M-V functional and the def2-TZVPD basis", "elements": ["C", "C", "C", "C", "C", "C", "C", "C", "C", "C", "C", "N", "N", "Si", "H", "H", "H", "H", "H", "H", "H", "H", "H", "H", "H", "H", "H", "H"], "xyz": [[0.35, -3.11, 0.32], [-0.99, -2.83, 0.15], [1.30, -2.01, 0.20], [-1.39, -1.51, -0.08], [0.92, -0.74, -0.08], [-0.45, -0.44, -0.14], [1.90, 1.32, -1.28], [2.30, 0.70, 1.19], [2.12, 0.21, -0.19], [-2.65, 1.17, -1.71], [-2.03, 1.84, 1.28], [2.74, 1.74, -2.04], [3.26, 0.38, 1.93], [-1.29, 1.24, -0.32], [0.72, -4.08, 0.29], [-1.73, -3.53, 0.50], [2.36, -2.37, 0.39], [-2.39, -1.33, -0.34], [1.48, 1.41, 1.65], [3.01, -0.37, -0.46], [-3.08, 2.25, -2.02], [-2.24, 0.68, -2.60], [-3.51, 0.58, -1.37], [-1.79, 2.80, 1.73], [-3.06, 1.86, 1.10], [-1.69, 0.97, 1.89], [2.56, 2.45, -2.86], [3.26, 0.72, 2.87]], "energy_ha": -826.3840, "de_lowest_kcal_mol": 78.9, "homo_lumo_gap_ev": [7.55, 6.87]}

***

{"formula": "C30H45F5P2Rh", "method": "the ωB97M-V functional and the def2-TZVPD basis", "elements": ["Rh", "C", "C", "C", "C", "C", "C", "H", "H", "H", "C", "H", "H", "H", "C", "H", "H", "H", "C", "H", "H", "H", "C", "H", "H", "H", "C", "C", "C", "C", "C", "C", "C", "C", "H", "H", "H", "H", "H", "H", "H", "H", "H", "H", "H", "H", "P", "C", "H", "H", "H", "C", "H", "H", "H", "C", "H", "H", "H", "P", "C", "H", "H", "H", "C", "H", "H", "H", "C", "H", "H", "H", "F", "C", "C", "C", "F", "C", "F", "C", "F", "C", "F"], "xyz": [[1.84, 0.75, -1.09], [1.32, 1.50, 2.35], [2.20, 2.03, 1.41], [0.02, 2.38, 0.67], [-0.02, 1.69, 1.88], [1.44, 2.48, 0.22], [1.71, 0.90, 3.65], [2.65, 0.33, 3.56], [0.93, 0.22, 4.03], [1.87, 1.67, 4.41], [-1.26, 1.36, 2.64], [-1.06, 0.67, 3.47], [-2.01, 0.88, 1.99], [-1.74, 2.27, 3.06], [-1.08, 3.21, 0.15], [-1.09, 4.22, 0.62], [-2.05, 2.75, 0.37], [-0.99, 3.35, -0.93], [1.92, 3.61, -0.63], [2.53, 4.30, -0.03], [1.07, 4.16, -1.04], [2.55, 3.23, -1.45], [3.65, 2.22, 1.56], [3.91, 3.19, 2.03], [4.13, 2.20, 0.58], [4.07, 1.42, 2.19], [1.61, -1.22, -0.79], [2.59, -0.65, 0.10], [4.08, -0.81, -0.13], [4.64, 0.03, -1.30], [3.60, 0.81, -2.08], [2.60, 0.18, -2.88], [2.54, -1.32, -3.14], [2.04, -2.12, -1.93], [4.34, -1.86, -0.25], [5.23, -0.61, -1.98], [4.58, -0.49, 0.80], [2.80, -2.85, -1.58], [0.63, -1.44, -0.32], [2.26, -0.52, 1.15], [1.19, -2.74, -2.23], [1.86, -1.49, -3.99], [2.21, 0.77, -3.72], [3.50, -1.69, -3.53], [5.36, 0.76, -0.90], [3.87, 1.84, -2.39], [-0.45, -2.46, 1.98], [-1.77, -2.49, 3.27], [-2.07, -3.53, 3.45], [-2.64, -1.92, 2.90], [-1.40, -2.03, 4.19], [-0.88, -4.05, 1.15], [-1.42, -4.71, 1.85], [0.04, -4.54, 0.81], [-1.53, -3.84, 0.29], [0.96, -3.08, 3.00], [1.75, -3.42, 2.32], [0.64, -3.90, 3.65], [1.35, -2.25, 3.61], [-2.78, -0.21, -2.69], [-1.61, 1.13, -2.95], [-1.25, 1.09, -3.99], [-0.75, 1.05, -2.27], [-2.13, 2.07, -2.76], [-1.70, -1.65, -2.56], [-0.67, -1.33, -2.33], [-1.74, -2.21, -3.50], [-2.07, -2.26, -1.73], [-4.09, -0.42, -3.87], [-3.69, -0.66, -4.85], [-4.68, 0.50, -3.92], [-4.74, -1.24, -3.53], [-3.93, 2.42, -1.66], [-4.10, 1.38, -0.78], [-3.62, 0.11, -1.10], [-3.89, -0.88, -0.15], [-3.43, -2.17, -0.31], [-4.55, -0.64, 1.05], [-4.72, -1.64, 1.96], [-5.00, 0.65, 1.32], [-5.67, 0.91, 2.47], [-4.74, 1.69, 0.42], [-5.08, 2.97, 0.70]], "total_charge": 1, "energy_ha": -2462.1738, "homo_lumo_gap_ev": [2.66, 5.57], "multiplicity": 5}

***

{"formula": "C3H10NS", "method": "the ωB97M-V functional and the def2-TZVPD basis", "elements": ["C", "C", "C", "N", "H", "H", "H", "H", "H", "H", "H", "H", "S", "H", "H"], "xyz": [[-0.36, 1.09, -1.86], [-0.46, -0.34, -1.51], [-0.34, -1.02, 0.86], [-0.99, -0.41, -0.10], [-1.29, 1.65, -1.97], [0.28, 1.62, -1.14], [0.25, 1.22, -2.78], [-1.14, -0.96, -2.07], [0.49, -0.81, -1.38], [-0.57, -0.90, 1.92], [0.52, -1.62, 0.59], [-1.76, 0.23, 0.18], [2.15, -0.37, 3.33], [2.26, 0.44, 2.25], [0.96, 0.16, 3.70]], "total_charge": 1, "energy_ha": -572.9501, "de_lowest_kcal_mol": 30.8, "homo_lumo_gap_ev": 8.05}

***

{"formula": "C13H11ClS", "method": "the ωB97M-V functional and the def2-TZVPD basis", "elements": ["S", "C", "Cl", "C", "C", "C", "C", "C", "C", "C", "C", "C", "C", "C", "C", "H", "H", "H", "H", "H", "H", "H", "H", "H", "H", "H"], "xyz": [[-1.34, 0.35, -2.68], [0.19, 0.74, -1.51], [1.34, 1.70, -2.48], [0.86, -0.56, -1.19], [0.61, -1.06, 0.11], [1.10, -2.34, 0.42], [1.73, -3.14, -0.54], [1.83, -2.65, -1.83], [1.40, -1.38, -2.16], [-0.29, 1.51, -0.30], [-1.56, 1.51, 0.16], [-1.91, 2.11, 1.37], [-1.00, 2.79, 2.15], [0.27, 2.84, 1.65], [0.66, 2.14, 0.49], [-0.61, -0.56, -3.30], [0.09, -0.48, 0.87], [0.99, -2.69, 1.54], [2.18, -4.12, -0.54], [2.23, -3.17, -2.63], [1.47, -1.04, -3.18], [-2.35, 1.11, -0.32], [-2.94, 1.80, 1.52], [-1.09, 3.36, 3.07], [0.97, 3.43, 2.22], [1.72, 2.24, 0.23]], "energy_ha": -1360.3075, "de_lowest_kcal_mol": 0.0, "homo_lumo_gap_ev": 9.63}

***

{"formula": "C23H22NOPRuS6Sb", "method": "the ωB97M-V functional and the def2-TZVPD basis", "elements": ["Ru", "O", "N", "C", "C", "C", "C", "C", "C", "C", "P", "C", "C", "C", "C", "C", "C", "C", "C", "C", "C", "C", "C", "H", "H", "H", "H", "H", "H", "H", "H", "H", "H", "H", "H", "H", "H", "H", "H", "C", "C", "S", "C", "C", "S", "H", "H", "H", "H", "H", "H", "S", "Sb", "S", "S", "S"], "xyz": [[-0.50, 1.13, -0.91], [-3.57, 1.73, -0.69], [-2.32, 1.34, 0.02], [-2.55, 1.58, 1.31], [-1.77, 0.86, 2.25], [-1.88, 1.25, 3.63], [-1.33, 0.48, 4.67], [-0.62, -0.67, 4.32], [-0.46, -1.08, 2.99], [-0.94, -0.30, 1.94], [-0.48, -0.78, 0.23], [1.12, -1.61, 0.31], [2.01, -1.11, 1.23], [3.35, -1.52, 1.24], [3.77, -2.52, 0.36], [2.89, -3.07, -0.48], [1.56, -2.62, -0.56], [-1.58, -2.15, -0.32], [-2.43, -2.73, 0.59], [-3.31, -3.77, 0.27], [-3.44, -4.13, -1.09], [-2.57, -3.57, -2.02], [-1.64, -2.58, -1.67], [-3.26, 2.42, -1.27], [-3.36, 2.22, 1.63], [-2.49, 2.16, 3.74], [-1.39, 0.86, 5.69], [-0.09, -1.23, 5.11], [0.12, -1.97, 2.74], [1.66, -0.28, 1.88], [4.01, -1.12, 2.00], [4.77, -2.91, 0.34], [3.14, -3.81, -1.22], [0.91, -2.92, -1.39], [-2.37, -2.38, 1.59], [-3.95, -4.22, 1.00], [-4.14, -4.89, -1.34], [-2.74, -3.82, -3.05], [-0.95, -2.19, -2.40], [2.88, 4.17, -0.41], [1.52, 3.59, -0.73], [1.28, 2.08, 0.06], [0.60, 4.18, -1.62], [1.01, 5.47, -2.24], [-0.70, 3.29, -2.20], [2.83, 5.29, -0.40], [3.65, 3.96, -1.16], [3.21, 3.83, 0.54], [1.51, 6.20, -1.59], [0.27, 6.02, -2.80], [1.78, 5.29, -2.99], [2.52, -3.05, -3.80], [1.50, -1.14, -4.86], [1.13, 0.40, -2.43], [2.59, 0.96, -1.27], [-0.75, -0.62, -4.75]], "total_charge": -2, "energy_ha": -4085.1437, "de_lowest_kcal_mol": 29.8, "homo_lumo_gap_ev": [4.26, 4.55], "multiplicity": 6}

***

{"formula": "C39H32N2O4S3SbTeTi", "method": "the ωB97M-V functional and the def2-TZVPD basis", "elements": ["Ti", "C", "C", "C", "C", "C", "C", "C", "S", "O", "O", "N", "C", "C", "C", "C", "C", "C", "C", "C", "N", "C", "H", "H", "H", "H", "H", "H", "H", "H", "H", "H", "H", "H", "H", "S", "Sb", "C", "C", "C", "C", "C", "C", "C", "C", "C", "C", "C", "C", "C", "C", "C", "C", "C", "C", "H", "H", "H", "H", "H", "H", "H", "H", "H", "H", "H", "H", "H", "H", "H", "O", "C", "O", "H", "Te", "C", "C", "C", "C", "S", "H", "H", "H"], "xyz": [[0.59, -0.74, -0.32], [7.44, -4.41, -1.02], [6.35, -3.38, -1.14], [5.01, -3.75, -1.11], [4.00, -2.81, -1.20], [4.35, -1.47, -1.32], [5.68, -1.07, -1.37], [6.67, -2.03, -1.28], [3.11, -0.25, -1.37], [3.63, 0.93, -1.98], [1.87, -0.87, -1.96], [2.46, -0.04, 0.06], [2.88, 0.58, 1.22], [4.11, 1.09, 1.54], [4.29, 1.69, 2.81], [3.28, 1.77, 3.72], [2.00, 1.25, 3.40], [0.87, 1.29, 4.26], [-0.31, 0.75, 3.84], [-0.39, 0.15, 2.58], [0.64, 0.10, 1.75], [1.82, 0.65, 2.15], [7.06, -5.41, -1.22], [7.86, -4.40, -0.02], [8.25, -4.20, -1.72], [4.75, -4.80, -1.03], [2.96, -3.11, -1.19], [5.93, -0.02, -1.50], [7.71, -1.73, -1.32], [4.93, 1.05, 0.83], [5.27, 2.09, 3.06], [3.44, 2.24, 4.68], [0.96, 1.75, 5.23], [-1.19, 0.76, 4.47], [-1.30, -0.32, 2.24], [0.10, 1.62, -0.96], [-2.16, 1.96, -0.66], [-2.53, 3.94, -1.20], [-3.81, 4.46, -1.03], [-4.07, 5.77, -1.39], [-3.06, 6.56, -1.92], [-1.78, 6.04, -2.09], [-1.51, 4.73, -1.73], [-3.30, 0.70, -1.87], [-2.71, 0.15, -3.01], [-3.44, -0.71, -3.81], [-4.75, -1.02, -3.48], [-5.34, -0.47, -2.35], [-4.62, 0.39, -1.54], [-2.84, 1.87, 1.33], [-2.62, 3.00, 2.11], [-3.01, 2.99, 3.44], [-3.63, 1.87, 3.98], [-3.85, 0.74, 3.19], [-3.45, 0.74, 1.86], [-4.60, 3.85, -0.61], [-5.07, 6.18, -1.26], [-3.27, 7.58, -2.20], [-1.00, 6.66, -2.50], [-0.52, 4.32, -1.87], [-1.67, 0.38, -3.25], [-2.98, -1.15, -4.69], [-5.32, -1.70, -4.10], [-6.37, -0.71, -2.10], [-5.08, 0.82, -0.66], [-2.15, 3.88, 1.69], [-2.85, 3.86, 4.06], [-3.94, 1.87, 5.02], [-4.33, -0.13, 3.61], [-3.60, -0.15, 1.26], [-0.44, -2.02, -1.53], [-1.52, -1.75, -0.94], [-1.49, -0.90, 0.00], [-2.46, -2.23, -1.24], [0.94, -2.89, 1.32], [0.08, -4.42, 0.18], [-1.20, -4.88, 0.29], [-1.50, -5.90, -0.65], [-0.44, -6.19, -1.46], [0.92, -5.23, -1.07], [-1.90, -4.50, 1.02], [-2.46, -6.40, -0.72], [-0.38, -6.93, -2.24]], "total_charge": 1, "energy_ha": -4468.0619, "de_lowest_kcal_mol": 0.0, "homo_lumo_gap_ev": 6.77}